# C16H23NO3

C16H23NO3 in the gas phase (ωB97M-V/def2-TZVPD, the OMol25 dataset).

Structure (XYZ):
```
43
Properties=species:S:1:pos:R:3:nbo_charge:R:1
C -2.209 -0.376 4.515 -0.240
O -2.620 -0.842 3.250 -0.500
C -1.782 -0.785 2.174 0.238
C -2.186 -1.557 1.090 -0.235
C -1.473 -1.594 -0.092 -0.234
C -0.301 -0.864 -0.221 -0.008
C 0.473 -0.813 -1.518 -0.073
C -0.103 0.341 -2.389 -0.222
N -0.673 1.425 -1.620 -0.618
C 0.057 2.446 -1.116 0.688
C -0.752 3.377 -0.233 -0.717
O 1.230 2.618 -1.370 -0.638
C 0.433 -2.132 -2.304 -0.390
C 1.590 -2.021 -3.294 -0.409
C 2.662 -1.190 -2.570 -0.414
C 1.987 -0.614 -1.315 -0.412
C 0.108 -0.087 0.858 -0.315
C -0.608 -0.021 2.045 0.295
O -0.229 0.785 3.093 -0.525
C 0.998 1.468 3.013 -0.251
H -2.996 -0.688 5.202 0.187
H -2.115 0.712 4.538 0.185
H -1.261 -0.825 4.821 0.177
H -3.093 -2.129 1.204 0.225
H -1.836 -2.200 -0.906 0.214
H -0.890 -0.044 -3.041 0.199
H 0.693 0.767 -3.000 0.226
H -1.596 1.272 -1.246 0.398
H -0.118 4.187 0.117 0.237
H -1.148 2.830 0.621 0.227
H -1.585 3.793 -0.795 0.230
H 0.606 -2.958 -1.612 0.209
H -0.517 -2.300 -2.810 0.204
H 1.257 -1.507 -4.196 0.198
H 1.963 -3.001 -3.589 0.212
H 3.032 -0.393 -3.214 0.209
H 3.516 -1.807 -2.293 0.209
H 2.302 -1.173 -0.432 0.205
H 2.239 0.434 -1.175 0.240
H 1.002 0.502 0.756 0.231
H 1.099 1.990 3.963 0.200
H 1.837 0.776 2.890 0.180
H 1.008 2.198 2.197 0.179
```

The SMILES is COc1ccc(C2(CNC(C)=O)CCCC2)cc1OC. The total energy comes out at -903.95207 Eh. The relative energy (zero: lowest compared OMol25 entry of this formula, charge and spin) is 181.7 kJ/mol. As for the maximum force: 0.67 eV/A.